(1)
Below is C2H2N2O2S2 in the gas phase in a non-equilibrium geometry, with properties calculated with ωB97M-V/def2-TZVPD.

Orbital gap ... 9.4 eV
Maximum force ... 0.09702 Eh/bohr
Highest occupied orbital energy ... -9.332 eV
Charge ... 0
Structure (SMILES) ... O=C1NSC(=O)SN1
E_LUMO ... 0.027 eV
Energy relative to the best compared isomer or geometry (same formula, charge and spin) ... 0.8234 eV

Positions of all 10 atoms, in Å:
O 1.895 -0.975 -1.337
C 1.080 -0.579 -0.553
N 0.379 -1.102 0.538
S -0.321 -0.185 1.772
C -1.613 0.848 0.750
O -2.557 1.290 1.378
S -1.153 0.923 -0.978
N 0.508 0.742 -0.732
H 0.677 -2.146 0.587
H 1.106 1.184 -1.425



(2)
Below is 2 unconnected molecules or ions with the total composition C2H2N2O2S2 in a non-equilibrium geometry, with properties calculated with ωB97M-V/def2-TZVPD.

Orbital gap ... 8.4 eV
Maximum force ... 0.14186 Eh/bohr
Highest occupied orbital energy ... -9.193 eV
Charge ... 0
E_LUMO ... -0.834 eV
Energy relative to the best compared isomer or geometry (same formula, charge and spin) ... 6.9117 eV

Positions of all 10 atoms, in Å:
C -0.273 0.522 0.754
C 0.880 0.372 -1.056
H -2.118 -0.488 2.165
H 0.025 -1.880 -1.159
N 0.732 1.421 0.781
N -0.095 -0.145 -0.326
O 1.480 1.306 -0.400
O -1.126 -0.934 -0.762
S -0.835 0.283 2.449
S 1.330 -0.458 -2.446



(3)
Below is 2 unconnected molecules or ions with the total composition C2H2N2O3 in a non-equilibrium geometry, with properties calculated with ωB97M-V/def2-TZVPD.

Orbital gap ... 9.1 eV
Maximum force ... 0.08436 Eh/bohr
Highest occupied orbital energy ... -10.357 eV
Charge ... 0
Structure (SMILES) ... N#CC=O.O=NO
E_LUMO ... -1.256 eV
Energy relative to the best compared isomer or geometry (same formula, charge and spin) ... 4.3942 eV

Positions of all 9 atoms, in Å:
N 1.258 0.946 -3.059
C 1.169 1.075 -1.937
C 1.019 1.205 -0.582
O 0.611 0.350 0.165
H 1.527 2.108 -0.230
O -2.579 -0.445 1.565
N -1.477 -0.827 1.729
O -1.216 -2.141 1.240
H -0.313 -2.271 1.110



(4)
Below is a molecular structure, C2H2N2O3 in a non-equilibrium geometry, with properties calculated with ωB97M-V/def2-TZVPD.

Orbital gap ... 9.0 eV
Maximum force ... 0.22231 Eh/bohr
Highest occupied orbital energy ... -10.021 eV
Charge ... 0
E_LUMO ... -1.033 eV
Energy relative to the best compared isomer or geometry (same formula, charge and spin) ... 5.4198 eV

Positions of all 9 atoms, in Å:
C 0.251 0.731 0.164
C -0.545 -0.366 -0.269
H -1.372 2.136 -0.099
H -2.185 0.314 -0.033
N 1.375 0.268 0.547
N 0.141 -1.574 -0.263
O -0.228 1.843 0.263
O 1.363 -1.136 0.237
O -1.797 -0.144 -0.653